The following is a DFT calculation (ωB97M-V with the def2-TZVPD basis set) of a single CH4O2SSi molecule.

Geometry as XYZ:
```
9
Properties=species:S:1:pos:R:3:forces:R:3
C 0.1285 0.8419 -0.0538 0.45 -0.93 1.02
O 3.0064 0.7763 -0.2567 0.15 1.18 0.46
O 1.7832 -1.3136 -0.1299 -0.30 1.25 1.21
Si -1.4485 -0.3223 -0.0345 1.66 -0.34 -0.51
S 1.8670 0.0985 0.2880 -2.63 -1.52 -2.23
H -0.0990 1.8317 0.3199 0.88 0.51 0.08
H -2.6222 0.3505 -0.6945 0.71 -0.14 -0.08
H -1.9882 -0.8616 1.2158 0.14 0.22 0.44
H -0.6271 -1.4015 -0.6545 -1.07 -0.23 -0.37
```
Positions in Å, forces in eV/Å.

Results
- max |F| (eV/Å) = 3.77
- energy relative to the best compared isomer or geometry (same formula, charge and spin) (kJ/mol) = 316.9
- net charge = 0
- E (eV) = -23905.0679
- orbital gap (spin up / spin down) (eV) = 7.7 / 7.9